Entry 1:
Below is a cluster of 9 separate species, C48H114O33P6 in total, with properties calculated with ωB97M-V/def2-TZVPD.

XYZ file:
```
201
Properties=species:S:1:pos:R:3
C -3.738 4.547 -0.066
C -3.338 3.028 -0.130
O -2.075 2.915 -0.689
P -2.000 2.596 -2.300
O -3.290 2.702 -3.064
O -1.303 1.114 -2.320
C -0.713 0.643 -3.517
C -0.669 -0.951 -3.525
O -0.839 3.537 -2.786
C -0.969 4.931 -2.874
C -0.057 5.628 -1.867
H -4.679 4.709 0.459
H -2.938 5.022 0.502
H -3.829 4.905 -1.092
H -3.269 2.599 0.869
H -4.014 2.367 -0.674
H -1.337 0.827 -4.392
H 0.266 1.030 -3.798
H -0.126 -1.256 -4.419
H -0.252 -1.270 -2.569
H -1.671 -1.349 -3.682
H -0.672 5.175 -3.894
H -2.008 5.262 -2.902
H 0.989 5.337 -1.960
H -0.244 6.697 -1.766
H -0.377 5.225 -0.906
C -3.583 8.696 10.373
C -3.838 7.297 11.081
O -3.254 6.253 10.385
P -3.620 4.678 10.656
O -3.627 4.213 12.070
O -4.993 4.415 9.858
C -5.161 4.678 8.500
C -6.270 5.731 8.457
O -2.531 3.947 9.767
C -2.523 2.562 9.862
C -1.076 2.088 9.977
H -4.477 8.891 9.781
H -3.372 9.467 11.113
H -2.674 8.706 9.772
H -3.489 7.243 12.113
H -4.898 7.138 11.279
H -4.303 5.081 7.962
H -5.415 3.755 7.979
H -5.827 6.726 8.494
H -6.803 5.697 7.507
H -6.961 5.637 9.294
H -3.080 2.076 10.664
H -3.093 2.299 8.971
H -0.890 1.029 9.793
H -0.506 2.597 9.199
H -0.776 2.450 10.960
C 5.503 3.000 2.643
C 6.282 4.136 3.170
O 6.583 3.914 4.549
P 6.878 5.192 5.523
O 7.971 6.107 5.040
O 5.419 5.963 5.518
C 4.297 5.286 6.087
C 3.062 5.184 5.108
O 7.037 4.488 7.019
C 6.934 5.281 8.174
C 8.300 5.511 8.832
H 6.054 2.094 2.894
H 4.502 2.799 3.024
H 5.343 3.126 1.572
H 7.106 4.452 2.530
H 5.626 5.004 3.112
H 4.573 4.389 6.641
H 3.999 6.022 6.834
H 3.328 4.565 4.252
H 2.187 4.719 5.561
H 2.708 6.173 4.819
H 6.421 6.237 8.070
H 6.427 4.621 8.877
H 8.973 6.171 8.285
H 8.079 5.977 9.792
H 8.726 4.518 8.978
C 6.109 -8.379 2.044
C 6.669 -8.554 0.620
O 7.565 -7.495 0.194
P 7.341 -6.426 -0.993
O 6.083 -5.632 -0.788
O 8.737 -5.618 -1.044
C 10.008 -6.353 -1.088
C 10.462 -6.546 -2.589
O 7.382 -7.348 -2.369
C 6.195 -8.170 -2.609
C 6.056 -8.092 -4.131
H 6.832 -8.500 2.851
H 5.887 -7.323 2.194
H 5.224 -9.007 2.143
H 7.088 -9.559 0.560
H 5.841 -8.529 -0.088
H 10.718 -5.708 -0.570
H 10.002 -7.289 -0.531
H 9.816 -7.301 -3.038
H 10.377 -5.596 -3.116
H 11.455 -6.990 -2.647
H 6.395 -9.187 -2.270
H 5.268 -7.865 -2.123
H 5.032 -8.343 -4.410
H 6.099 -7.036 -4.398
H 6.725 -8.704 -4.736
C 4.593 -0.447 -12.018
C 6.059 -0.013 -11.739
O 5.899 1.326 -11.238
P 7.193 2.100 -10.575
O 8.468 2.091 -11.361
O 7.208 1.371 -9.119
C 8.311 1.575 -8.253
C 7.923 0.750 -7.011
O 6.622 3.599 -10.320
C 5.520 3.912 -9.481
C 5.033 5.341 -9.688
H 4.067 -0.639 -11.083
H 4.115 0.398 -12.515
H 4.378 -1.256 -12.715
H 6.644 -0.652 -11.077
H 6.604 0.030 -12.682
H 9.280 1.279 -8.655
H 8.338 2.622 -7.949
H 7.715 -0.297 -7.229
H 8.649 0.900 -6.212
H 7.000 1.215 -6.664
H 4.785 3.173 -9.800
H 5.741 3.765 -8.424
H 4.321 5.616 -8.910
H 5.832 6.082 -9.686
H 4.377 5.529 -10.538
C -1.691 -4.440 4.186
C -1.000 -5.006 5.364
O -1.866 -4.857 6.510
P -2.597 -6.209 7.103
O -1.687 -7.197 7.673
O -3.769 -5.575 8.034
C -4.585 -6.441 8.730
C -4.178 -6.532 10.219
O -3.346 -6.706 5.782
C -3.764 -8.025 5.723
C -2.663 -8.857 5.030
H -2.185 -5.202 3.583
H -2.356 -3.639 4.508
H -0.886 -3.926 3.660
H -0.750 -6.053 5.192
H -0.069 -4.492 5.607
H -5.538 -5.914 8.789
H -4.800 -7.371 8.203
H -3.156 -6.851 10.427
H -4.119 -5.507 10.585
H -4.811 -7.203 10.799
H -3.848 -8.482 6.709
H -4.729 -8.062 5.218
H -1.882 -9.230 5.693
H -3.019 -9.843 4.733
H -2.203 -8.255 4.247
C -6.021 -5.407 -1.847
C -6.304 -6.829 -2.022
O -5.068 -7.583 -2.197
C -5.193 -8.924 -2.192
O -6.263 -9.501 -2.058
O -3.957 -9.506 -2.194
C -3.868 -10.867 -1.893
H -6.916 -4.785 -1.836
H -5.363 -5.094 -2.658
H -5.480 -5.187 -0.927
H -6.879 -7.007 -2.931
H -6.901 -7.243 -1.209
H -4.641 -11.306 -1.261
H -2.969 -11.042 -1.302
H -3.766 -11.520 -2.759
C -2.930 4.541 -10.469
C -3.704 3.716 -11.531
O -4.367 2.599 -10.890
C -3.711 1.447 -10.694
O -2.628 1.089 -11.196
O -4.495 0.670 -9.923
C -4.151 -0.680 -9.719
H -2.799 5.530 -10.907
H -1.938 4.204 -10.169
H -3.604 4.551 -9.612
H -2.951 3.500 -12.289
H -4.439 4.339 -12.040
H -4.690 -1.078 -8.859
H -3.083 -0.849 -9.582
H -4.482 -1.078 -10.678
C -10.408 2.569 -4.725
C -10.788 3.116 -3.392
O -10.901 4.485 -3.478
C -11.173 5.291 -2.444
O -11.475 4.912 -1.288
O -10.978 6.526 -2.810
C -11.092 7.642 -1.943
H -9.546 3.096 -5.136
H -11.288 2.720 -5.351
H -10.176 1.504 -4.754
H -10.132 2.699 -2.628
H -11.782 2.777 -3.102
H -11.934 8.300 -2.158
H -10.156 8.194 -1.850
H -11.284 7.279 -0.934
```

Output
Gap between HOMO and LUMO: 10.730 eV
SMILES: CCOP(=O)(OCC)OCC.CCOP(=O)(OCC)OCC.CCOP(=O)(OCC)OCC.CCOP(=O)(OCC)OCC.CCOP(=O)(OCC)OCC.CCOP(=O)(OCC)OCC.CCOC(=O)OC.CCOC(=O)OC.CCOC(=O)OC
Highest occupied orbital energy: -0.381 Eh

Entry 2:
Below is a structure of composition C23H32Cl2N2RuS5, with properties calculated with ωB97M-V/def2-TZVPD.

XYZ file:
```
65
Properties=species:S:1:pos:R:3
Ru 0.745 0.134 0.560
C -0.624 -2.599 -0.107
N 0.691 -1.920 -0.252
C 1.051 -1.826 -1.689
C 0.227 -0.756 -2.329
N 0.573 0.545 -1.736
C -0.543 1.479 -2.009
C 1.848 1.036 -2.265
C 1.919 1.685 -3.492
C 3.141 2.111 -3.982
C 4.295 1.880 -3.240
C 4.220 1.229 -2.021
C 2.989 0.799 -1.524
S 2.935 -0.005 0.049
C 1.672 -2.719 0.500
C 2.320 -3.811 -0.055
C 3.154 -4.581 0.744
C 3.321 -4.264 2.088
C 2.663 -3.171 2.632
C 1.835 -2.400 1.826
S 0.940 -1.022 2.447
H -0.556 -3.591 -0.556
H -1.416 -2.029 -0.580
H -0.846 -2.707 0.949
H 0.867 -2.771 -2.207
H 2.112 -1.609 -1.751
H -0.837 -0.916 -2.152
H 0.383 -0.756 -3.411
H -0.816 1.487 -3.068
H -0.271 2.490 -1.719
H -1.408 1.144 -1.444
H 1.023 1.863 -4.074
H 3.192 2.617 -4.936
H 5.256 2.213 -3.610
H 5.116 1.050 -1.438
H 2.182 -4.076 -1.095
H 3.662 -5.434 0.317
H 3.958 -4.874 2.714
H 2.791 -2.907 3.674
C -5.561 1.058 1.259
C -5.169 -0.257 0.592
S -3.404 -0.508 0.300
C -2.762 -0.733 1.973
C -2.337 0.530 2.703
S -1.172 1.652 1.875
C -2.232 2.621 0.746
C -3.589 3.095 1.293
S -5.049 2.547 0.375
H -5.181 1.113 2.278
H -6.649 1.112 1.319
H -5.617 -0.325 -0.399
H -5.532 -1.100 1.185
H -1.897 -1.378 1.868
H -3.513 -1.266 2.563
H -1.814 0.264 3.625
H -3.202 1.123 2.984
H -2.372 2.071 -0.171
H -1.610 3.494 0.542
H -3.629 4.181 1.220
H -3.739 2.854 2.343
Cl 2.241 1.854 2.785
C 2.586 3.073 1.577
Cl 1.373 2.977 0.253
H 3.554 2.870 1.138
H 2.515 4.060 2.017
```

Output
ΔE to the lowest compared entry with this formula, charge and spin: 55.8 kJ/mol
Gap between HOMO and LUMO (alpha / beta): 6.932 / 6.144 eV
Multiplicity: 2
⟨S²⟩: 0.76
Net charge: +1
Highest occupied orbital energy (alpha / beta): -0.378 / -0.378 Eh